Here is C27H23N4O5SSr as an isolated structure in a non-equilibrium geometry from the OMol25 dataset. Energies are from wB97M-V/def2-TZVPD.

Properties
frontier orbital gap: 6.4 eV
HOMO level: -4.004 eV
charge: -1
LUMO energy: 2.4 eV
calculated total energy: -56244.147 eV
maximum force: 4.205 eV/Å

Each line ends with the Mulliken charge.
CARTESIAN COORDINATES (ANGSTROEM)
1 Sr 0.08 -0.41 -0.59  2.78
2 C -1.84 3.22 0.86  -0.30
3 O -2.58 3.64 -0.26  -0.53
4 C -3.20 2.64 -1.00  0.21
5 C -4.48 2.92 -1.43  -0.54
6 C -5.19 2.02 -2.22  -0.61
7 C -4.62 0.81 -2.53  -0.83
8 C -3.33 0.48 -2.10  0.74
9 C -2.81 -0.81 -2.45  -0.91
10 N -1.66 -1.28 -2.08  0.21
11 N -1.40 -2.52 -2.55  -0.83
12 C -0.30 -3.06 -2.07  0.48
13 O 0.47 -2.56 -1.21  -1.06
14 C -0.04 -4.42 -2.62  0.33
15 C -0.58 -4.80 -3.85  -0.27
16 C -0.36 -6.07 -4.35  -0.63
17 C 0.39 -6.98 -3.62  -0.34
18 C 0.93 -6.61 -2.40  -0.51
19 C 0.73 -5.33 -1.91  -0.43
20 C -2.54 1.41 -1.33  0.43
21 O -1.35 1.16 -0.96  -0.88
22 H -1.73 4.10 1.50  0.29
23 H -0.85 2.84 0.59  -0.06
24 H -2.36 2.43 1.41  0.30
25 H -4.92 3.87 -1.15  0.42
26 H -6.19 2.26 -2.56  0.36
27 H -5.17 0.08 -3.12  0.33
28 H -3.44 -1.45 -3.06  0.20
29 H -1.18 -4.08 -4.39  0.41
30 H -0.78 -6.35 -5.30  0.36
31 H 0.56 -7.97 -4.01  0.36
32 H 1.52 -7.32 -1.84  0.37
33 H 1.14 -5.02 -0.96  0.36
34 C 3.43 5.89 2.99  -1.40
35 C 3.32 4.60 2.22  1.10
36 C 4.21 3.56 2.42  -0.70
37 C 4.01 2.33 1.80  -0.56
38 C 2.93 2.15 0.97  -0.47
39 C 2.06 3.20 0.71  -0.43
40 C 2.26 4.42 1.34  -0.92
41 S 2.39 0.52 0.45  1.79
42 O 2.09 0.60 -0.97  -1.00
43 O 3.37 -0.45 0.86  -0.72
44 N 1.02 0.43 1.22  -0.65
45 C 0.72 -0.54 2.08  0.77
46 C 1.50 -0.83 3.22  -0.49
47 C 1.00 -1.70 4.17  -0.47
48 C -0.25 -2.28 3.96  -0.56
49 C -0.91 -2.01 2.78  -0.57
50 N -0.45 -1.17 1.87  -0.41
51 H 4.31 5.88 3.63  0.35
52 H 2.55 6.02 3.61  0.31
53 H 3.49 6.74 2.31  0.34
54 H 5.05 3.71 3.08  0.30
55 H 4.68 1.50 1.99  0.50
56 H 1.23 3.03 0.05  0.65
57 H 1.56 5.23 1.16  0.42
58 H 2.46 -0.35 3.32  0.40
59 H 1.57 -1.91 5.07  0.40
60 H -0.69 -2.94 4.70  0.37
61 H -1.86 -2.46 2.54  0.43